Molecular formula: CH4FNS
Method: DFT, ωB97M-V/def2-TZVPD

```
8
Properties=species:S:1:pos:R:3:forces:R:3:lowdin_charge:R:1
H -1.289923 -0.347728 -1.289888 1.3439 0.9801 2.3063 0.1071
F 2.610314 0.832259 0.509926 -0.3713 -0.3656 -0.1879 -0.4996
N 0.354383 -0.418006 0.462590 -1.7814 3.9124 -3.9551 -0.4365
S 1.787842 -0.349336 -0.320118 -0.1618 0.2634 0.5294 0.8545
H -1.870278 0.109092 0.395578 1.4284 -0.1577 -0.4019 0.0764
H -0.785899 1.198846 -0.427170 0.5142 1.5084 -0.4029 0.0211
C -0.948395 0.181236 -0.265562 -0.4927 -3.1266 0.1051 -0.1154
H 0.141959 -1.206362 0.934644 -0.4793 -3.0145 2.0070 -0.0075
```
Positions in Å, forces in eV/Å.

Output
HOMO level   -9.05 eV
Energy above the lowest of the compared OMol25 structures with the same formula, charge and spin   139.9 kJ/mol
Structure (SMILES)   CNSF

Molecular formula: C5H8NO
Method: DFT, ωB97M-V/def2-TZVPD

```
15
Properties=species:S:1:pos:R:3:forces:R:3:lowdin_charge:R:1
H -0.396618 2.181263 -1.948060 0.6704 -0.0560 -0.0892 0.1116
C 0.424399 2.676359 -1.407350 -1.7706 1.0207 -2.6912 -0.0291
O -0.624069 -1.851715 0.705525 0.1877 -0.4296 0.5342 -0.0522
H 0.176730 3.737314 -1.554703 0.1429 0.3113 1.3247 0.1462
H 1.341474 2.804203 -2.021473 0.2444 -0.5981 -0.0527 0.1703
H 1.597767 2.389145 0.271949 1.3143 0.3117 1.8544 0.1315
H -0.943533 -2.101109 2.670110 -0.0763 -0.8467 -0.2293 0.1363
C -0.699006 -2.610336 1.712499 0.1055 2.7737 -1.3187 -0.2892
N 0.563497 0.016734 0.867177 1.0607 -0.5894 1.9210 0.3063
H -0.469171 0.189016 -0.935413 1.5933 1.3107 1.3684 0.1906
H -1.290240 -4.560029 2.014089 -0.3799 -0.8329 0.8326 0.0649
C 0.813700 1.981428 -0.266837 -0.7567 -0.3507 -1.6177 0.0714
C -0.586042 -3.967597 1.495220 0.4938 -1.6489 -0.3397 0.1521
H 0.017366 -4.508836 0.740705 -0.4717 1.0173 0.2992 0.1057
C 0.292872 0.673342 -0.152939 -2.3578 -1.3932 -1.7961 -0.2165
```
Positions in Å, forces in eV/Å.

Output
HOMO level (spin up / spin down)   -13.47 / -12.84 eV
Energy above the lowest of the compared OMol25 structures with the same formula, charge and spin   673.6 kJ/mol
Charge   +1

Molecular formula: C24H24N5O2ReS2
Method: DFT, ωB97M-V/def2-TZVPD

```
58
Properties=species:S:1:pos:R:3:forces:R:3:lowdin_spin:R:1
N 1.393087 -0.373830 1.900033 0.0769 -0.2233 -0.1236 0.0015
C -0.001205 -2.325360 -2.625412 -0.0562 -0.0255 -0.1616 0.0192
C 0.819633 3.214770 1.533023 0.0455 -0.1832 0.0846 0.0231
S -1.297496 1.506259 -0.415004 0.1739 -0.0039 -0.0133 0.0134
H 3.550297 -1.522982 4.183002 0.0211 0.0033 0.0224 -0.0008
H 0.064116 -4.859354 1.428626 0.0230 0.0021 -0.0396 -0.0002
H -0.488709 -6.400516 3.300051 -0.0017 -0.0198 0.0123 0.0002
C -1.503281 -4.885039 4.435848 0.0190 -0.0698 0.0022 -0.0041
C 2.996315 -0.780408 3.628519 -0.0477 0.0308 -0.0546 -0.0033
H -1.909845 -1.653589 3.479491 0.0200 0.0214 -0.0558 0.0055
C -1.599434 -2.689358 3.452780 0.0064 -0.1945 0.1049 0.0022
H 3.091813 3.284808 4.072466 0.0100 0.0166 0.0099 0.0008
C 1.523861 0.976958 2.135379 0.0355 0.1606 0.0444 0.0049
H 1.511685 -3.345347 -3.495526 -0.0041 -0.0142 0.0224 0.0009
H -2.318847 3.979701 -1.356812 -0.0129 0.0059 0.0092 0.0000
C 1.671892 3.715744 2.538871 0.0063 -0.0119 0.0044 -0.0032
H 0.618622 5.793565 -4.871332 0.0034 0.0036 0.0089 0.0000
H -1.708195 5.359101 -3.318792 0.0000 0.0129 -0.0053 0.0000
H 1.222572 2.457118 -4.448305 0.0162 -0.0126 -0.0035 0.0000
C -0.795544 -5.364548 3.339455 -0.0226 0.0511 0.0028 0.0010
S 1.108738 -1.532219 -1.578512 0.3219 0.1820 0.2020 0.0668
H -1.670983 -1.423120 -2.010763 0.0422 0.1006 0.0073 0.0000
N -0.550836 -2.319905 1.310408 -0.6975 -1.0292 1.3451 -0.0041
Re -0.104373 -0.904296 0.492064 0.3130 0.7171 -1.0507 0.6902
O -1.552088 0.090008 -0.872814 -0.2580 0.2122 0.0344 0.0082
N 0.029653 1.160884 0.387249 -0.1397 0.1693 -0.2385 0.0601
C 0.113012 2.012444 -2.680342 0.0177 -0.0668 -0.0195 0.0005
C 3.129868 0.555126 3.881882 -0.0306 -0.0498 -0.0204 0.0272
H 3.799446 0.912019 4.653412 0.0095 0.0091 0.0064 0.0013
C 0.447638 2.791876 -3.771135 -0.0023 0.0211 -0.0261 0.0000
C -1.902216 -3.557128 4.490725 -0.0176 0.0664 0.0093 0.0005
O -2.321852 2.172918 0.317805 -0.0292 -0.0871 -0.0781 0.0025
H -2.210079 -3.924239 -3.295238 0.0140 -0.0009 -0.0106 0.0004
C 0.751046 1.858850 1.334135 0.2047 0.2016 0.1840 -0.0034
C -0.883770 2.456185 -1.821840 -0.1040 0.0080 0.0097 0.0002
H 0.611260 1.068327 -2.498421 0.0320 0.0027 0.0129 0.0002
C -1.195098 4.423022 -3.139068 -0.0131 -0.0301 0.0445 0.0000
N 0.518597 -3.189614 -3.502044 -0.0154 -0.0437 -0.0173 0.0139
C -2.242321 -2.849070 -3.479912 0.0041 0.0081 -0.0311 0.0010
H -0.705908 5.094735 -5.790822 0.0057 0.0082 -0.0010 0.0000
H -1.747303 -5.552191 5.251363 -0.0020 -0.0067 0.0042 -0.0002
C 2.437440 2.885475 3.309854 -0.0112 0.0516 0.0081 0.0187
C -0.886988 -3.176992 2.361943 0.2787 -0.1395 -0.3701 0.0132
C 2.380085 1.484201 3.124457 -0.0086 -0.0105 -0.0196 -0.0010
C 0.176202 4.851406 -5.197647 -0.0162 0.0038 -0.0397 0.0001
C -1.544592 3.658714 -2.039202 -0.0140 0.0052 0.0040 0.0004
C -0.196961 4.004577 -4.016622 0.0090 -0.0142 0.0211 0.0004
N -1.310300 -2.141482 -2.619503 -0.0362 -0.0504 0.0402 0.0073
C 2.116763 -1.213601 2.623541 -0.0174 0.0753 -0.0008 0.0339
C -0.483594 -4.513204 2.293680 -0.1249 0.1527 0.1671 -0.0028
H -0.045355 -3.690901 -4.166490 0.0063 0.0223 -0.0115 0.0005
H -3.244727 -2.497231 -3.257034 -0.0026 -0.0041 0.0004 0.0000
H -2.039323 -2.647971 -4.534102 -0.0082 -0.0152 -0.0017 0.0003
H 0.231152 3.895248 0.933025 -0.0270 -0.0232 -0.0333 0.0015
H 1.992732 -2.266326 2.412915 -0.0166 -0.0023 -0.0230 0.0017
H 0.892768 4.345222 -5.841459 0.0038 0.0014 0.0038 0.0000
H -2.455648 -3.194723 5.346632 -0.0009 -0.0011 0.0010 0.0001
H 1.716576 4.785284 2.691520 0.0186 0.0064 0.0164 -0.0007
```
Positions in Å, forces in eV/Å.

Output
HOMO level (spin up / spin down)   -9.03 / -10.29 eV
Energy above the lowest of the compared OMol25 structures with the same formula, charge and spin   60.6 kJ/mol
Charge   +1
Multiplicity   2

Copy entry 2 word for word.
Molecular formula: C5H8NO
Method: DFT, ωB97M-V/def2-TZVPD

```
15
Properties=species:S:1:pos:R:3:forces:R:3:lowdin_charge:R:1
H -0.396618 2.181263 -1.948060 0.6704 -0.0560 -0.0892 0.1116
C 0.424399 2.676359 -1.407350 -1.7706 1.0207 -2.6912 -0.0291
O -0.624069 -1.851715 0.705525 0.1877 -0.4296 0.5342 -0.0522
H 0.176730 3.737314 -1.554703 0.1429 0.3113 1.3247 0.1462
H 1.341474 2.804203 -2.021473 0.2444 -0.5981 -0.0527 0.1703
H 1.597767 2.389145 0.271949 1.3143 0.3117 1.8544 0.1315
H -0.943533 -2.101109 2.670110 -0.0763 -0.8467 -0.2293 0.1363
C -0.699006 -2.610336 1.712499 0.1055 2.7737 -1.3187 -0.2892
N 0.563497 0.016734 0.867177 1.0607 -0.5894 1.9210 0.3063
H -0.469171 0.189016 -0.935413 1.5933 1.3107 1.3684 0.1906
H -1.290240 -4.560029 2.014089 -0.3799 -0.8329 0.8326 0.0649
C 0.813700 1.981428 -0.266837 -0.7567 -0.3507 -1.6177 0.0714
C -0.586042 -3.967597 1.495220 0.4938 -1.6489 -0.3397 0.1521
H 0.017366 -4.508836 0.740705 -0.4717 1.0173 0.2992 0.1057
C 0.292872 0.673342 -0.152939 -2.3578 -1.3932 -1.7961 -0.2165
```
Positions in Å, forces in eV/Å.

Output
HOMO level (spin up / spin down)   -13.47 / -12.84 eV
Energy above the lowest of the compared OMol25 structures with the same formula, charge and spin   673.6 kJ/mol
Charge   +1